Entry 1:
ORCA calculation (the ωB97M-V functional and the def2-TZVPD basis) on a cluster of 6 separate species, C43H91O7SSi in total in a non-equilibrium geometry.

Values from the calculation:
- gap between HOMO and LUMO (eV) = 8.01
- spin multiplicity = 1
- largest force on an atom (eV/A) = 1.34
- charge = +1
- HOMO energy (eV) = -10.21

Each line ends with the Löwdin charge.
CARTESIAN COORDINATES (ANGSTROEM)
S1 2.78 -1.41 -5.78  1.18
Si1 4.52 2.00 -3.06  0.45
O1 -4.07 4.45 4.90  -0.17
O2 4.54 1.96 -4.75  -0.20
O3 -6.17 -1.57 8.05  -0.17
O4 -0.22 1.91 2.22  -0.15
O5 -5.01 -0.53 3.89  -0.15
O6 7.27 -1.78 -4.92  -0.18
O7 0.71 0.38 -6.21  -0.06
C1 1.28 -3.18 -2.27  -0.21
C2 -6.99 -1.92 9.17  -0.20
C3 9.10 -0.74 -6.00  -0.16
C4 9.25 -0.55 -4.49  -0.16
C5 6.17 2.55 -2.37  -0.14
C6 -3.84 2.22 1.36  -0.09
C7 1.21 0.39 3.34  -0.17
C8 -4.31 0.01 -0.62  -0.20
C9 3.63 -3.01 -5.78  -0.31
C10 0.63 1.36 4.36  -0.16
C11 0.03 -1.01 -2.45  -0.20
C12 2.32 -4.02 -1.52  -0.19
C13 3.83 -4.27 -3.55  -0.17
C14 -5.48 -3.70 8.81  -0.17
C15 -2.97 5.11 5.53  -0.21
C16 7.83 -0.83 -4.01  -0.20
C17 8.12 -1.89 -6.07  -0.19
C18 0.47 -0.71 -7.08  -0.48
C19 -4.50 1.27 5.34  -0.16
C20 4.42 -3.17 -4.48  -0.22
C21 -3.56 6.25 6.35  -0.17
C22 -0.62 -1.63 -6.59  -0.03
C23 0.16 2.50 3.47  -0.20
C24 -5.30 4.90 5.48  -0.20
C25 -6.90 -3.43 9.32  -0.17
C26 3.72 -3.80 -2.09  -0.20
C27 -4.92 5.67 6.74  -0.16
C28 -5.87 0.69 5.72  -0.15
C29 -6.24 -0.08 4.47  -0.19
C30 3.23 3.19 -2.39  -0.14
C31 3.52 1.22 -5.40  -0.30
C32 -3.02 -0.62 -0.08  -0.20
C33 -3.91 0.13 4.53  -0.21
C34 0.24 0.56 2.17  -0.21
C35 4.04 -0.12 -5.94  -0.26
C36 4.17 0.30 -2.33  -0.14
C37 -2.18 -1.35 -1.15  -0.18
C38 -4.16 1.45 -1.09  -0.21
C39 -1.20 -0.38 -1.82  -0.20
C40 -5.36 -2.69 7.68  -0.20
C41 1.79 -1.42 -7.30  -0.25
C42 -3.46 2.38 -0.11  -0.25
C43 0.86 -1.92 -1.52  -0.20
H1 -7.07 -3.77 10.34  0.11
H2 1.78 -1.42 -1.24  0.10
H3 -4.33 -2.35 7.52  0.12
H4 8.67 0.16 -6.44  0.12
H5 -5.74 -3.09 6.74  0.12
H6 -6.61 -1.41 10.05  0.12
H7 -3.73 3.40 -0.40  0.10
H8 -3.55 1.43 -2.00  0.09
H9 -3.40 -0.60 5.17  0.11
H10 3.18 1.82 -6.24  0.13
H11 2.37 -0.92 -8.07  0.11
H12 3.34 4.19 -2.80  0.04
H13 1.64 -2.45 -7.58  0.11
H14 0.68 -0.20 -2.76  0.10
H15 4.32 -3.02 -6.62  0.10
H16 -3.21 0.48 3.77  0.10
H17 -5.66 6.43 7.00  0.11
H18 -3.88 1.54 6.20  0.12
H19 7.80 -1.25 -3.00  0.12
H20 -5.03 -0.01 0.19  0.10
H21 -5.12 1.83 -1.42  0.11
H22 -8.01 -1.57 8.99  0.12
H23 2.85 -4.56 -3.91  0.10
H24 -0.22 0.91 4.87  0.11
H25 -2.86 -1.75 -1.89  0.11
H26 -4.63 2.15 4.72  0.09
H27 7.22 0.07 -4.03  0.09
H28 -4.81 4.99 7.58  0.12
H29 6.11 2.42 -1.29  0.04
H30 -2.38 2.34 -0.21  0.09
H31 -0.01 1.03 -6.30  0.13
H32 4.96 -0.43 -5.44  0.09
H33 -5.77 0.01 6.57  0.09
H34 5.42 -3.48 -4.74  0.10
H35 6.29 3.61 -2.58  0.04
H36 -2.94 6.52 7.20  0.11
H37 0.71 0.37 1.20  0.11
H38 -5.32 -4.72 8.48  0.11
H39 3.45 3.27 -1.33  0.04
H40 -1.52 -1.04 -6.45  0.09
H41 -0.62 -0.11 2.28  0.11
H42 -5.81 5.54 4.76  0.12
H43 -2.98 2.53 1.95  0.06
H44 -4.72 -0.62 -1.40  0.10
H45 1.35 1.69 5.11  0.11
H46 0.96 3.22 3.28  0.12
H47 1.73 -2.83 -3.20  0.08
H48 -1.68 -2.19 -0.68  0.09
H49 2.31 -3.83 -0.45  0.11
H50 -7.62 -3.92 8.67  0.11
H51 4.48 -2.23 -3.95  0.07
H52 9.60 0.43 -4.20  0.12
H53 -2.39 0.10 0.42  0.08
H54 -2.45 4.39 6.17  0.12
H55 1.27 -0.64 3.69  0.11
H56 -6.74 0.56 3.74  0.12
H57 -4.05 1.19 1.65  0.05
H58 6.99 1.99 -2.79  0.01
H59 8.63 -2.86 -6.03  0.12
H60 -0.91 0.40 -1.11  0.10
H61 3.35 -0.20 -2.84  0.01
H62 4.02 -2.77 -1.97  0.09
H63 -0.70 3.03 3.88  0.11
H64 2.90 -3.79 -5.94  0.10
H65 0.17 -0.31 -8.04  0.15
H66 -0.34 -2.15 -5.68  0.07
H67 -4.65 2.86 1.67  0.08
H68 -3.29 -1.34 0.69  0.11
H69 2.66 1.06 -4.74  0.09
H70 2.21 2.82 -2.48  0.03
H71 0.42 -3.78 -2.57  0.12
H72 -6.60 1.45 5.99  0.11
H73 4.27 -0.03 -6.99  0.10
H74 -2.27 5.46 4.76  0.11
H75 9.94 -1.30 -4.09  0.12
H76 10.04 -0.95 -6.51  0.12
H77 2.10 -5.07 -1.65  0.11
H78 -5.93 4.03 5.69  0.11
H79 -0.24 -1.56 -3.35  0.09
H80 7.50 -1.87 -6.98  0.11
H81 3.92 0.43 -1.29  0.04
H82 -0.82 -2.38 -7.35  0.09
H83 4.40 -4.40 -1.49  0.11
H84 4.47 -5.14 -3.60  0.11
H85 -3.70 7.14 5.73  0.11
H86 5.06 -0.34 -2.37  0.03
H87 -4.76 -3.48 9.60  0.11
H88 -1.75 0.12 -2.61  0.10
H89 -6.88 -0.94 4.67  0.11
H90 2.21 0.71 3.04  0.11
H91 0.34 -2.17 -0.60  0.10

---

Entry 2:
ORCA calculation (the ωB97M-V functional and the def2-TZVPD basis) on a structure of composition C16H18Br2N3OPd.

Values from the calculation:
- energy above the lowest of the compared OMol25 structures with the same formula, charge and spin (kcal per mole) = 0.0
- gap between HOMO and LUMO (alpha / beta) (eV) = 8.82 / 5.95
- spin multiplicity = 3
- largest force on an atom (eV/A) = 0.52
- charge = +1
- HOMO energy (alpha / beta) (eV) = -11.92 / -12.03

Each line ends with the Löwdin charge.
CARTESIAN COORDINATES (ANGSTROEM)
Pd1 1.21 -0.34 -0.84  0.61
Br1 -1.12 1.19 -0.87  0.66
Br2 -0.81 -1.27 1.13  0.65
O1 2.15 0.96 0.52  -0.16
N1 4.28 1.52 -0.05  -0.07
N2 2.77 -7.63 -7.28  0.19
N3 3.18 2.54 1.73  -0.07
C1 5.53 2.22 0.22  -0.14
C2 4.35 3.37 2.05  -0.14
C3 4.24 0.59 -1.17  -0.04
C4 -2.03 -0.21 0.11  -1.01
C5 2.25 -5.70 -5.64  -0.19
C6 1.55 -2.63 -2.92  -0.05
C7 2.27 -3.35 -5.14  0.01
C8 3.18 1.65 0.72  -0.45
C9 1.72 -6.00 -4.38  0.00
C10 1.99 2.77 2.54  -0.01
C11 5.61 2.62 1.67  -0.15
C12 2.51 -4.38 -6.03  0.00
C13 1.47 -4.97 -3.50  0.01
C14 1.23 -1.79 -2.05  -0.12
C15 2.54 -6.78 -6.55  -0.16
C16 1.76 -3.64 -3.86  -0.24
H1 5.17 0.68 -1.71  0.10
H2 2.45 -2.33 -5.43  0.13
H3 1.67 3.81 2.44  0.10
H4 2.90 -4.18 -7.02  0.13
H5 1.19 2.11 2.20  0.08
H6 1.06 -5.17 -2.52  0.13
H7 -2.72 0.27 0.79  0.01
H8 -2.52 -0.84 -0.61  0.01
H9 3.43 0.84 -1.87  0.08
H10 4.32 3.58 3.11  0.13
H11 4.28 4.32 1.52  0.14
H12 1.50 -7.02 -4.12  0.13
H13 4.12 -0.44 -0.84  0.09
H14 2.21 2.57 3.59  0.10
H15 5.71 1.73 2.30  0.13
H16 6.35 1.55 -0.04  0.13
H17 6.49 3.25 1.85  0.13
H18 5.61 3.10 -0.43  0.13

---

Entry 3:
ORCA calculation (the ωB97M-V functional and the def2-TZVPD basis) on a structure of composition C33H22FeN9O2S2 in a non-equilibrium geometry.

Values from the calculation:
- gap between HOMO and LUMO (alpha / beta) (eV) = 6.97 / 6.18
- spin multiplicity = 6
- largest force on an atom (eV/A) = 3.49
- HOMO energy (alpha / beta) (eV) = -8.05 / -8.32

Each line ends with the Löwdin charge.
CARTESIAN COORDINATES (ANGSTROEM)
Fe1 -0.44 -1.08 -1.57  0.48
S1 1.05 -1.53 -3.50  0.76
S2 -2.15 -2.32 -3.00  0.79
O1 2.04 -1.93 0.74  0.03
O2 0.71 2.08 -1.02  0.00
N1 -2.88 0.48 -0.76  0.13
N2 0.66 -0.78 -7.08  0.16
N3 -2.12 -0.68 -0.44  -0.08
N4 -1.24 0.69 -2.43  0.03
N5 -0.61 -2.85 -0.23  0.05
N6 1.74 1.55 0.99  0.14
N7 1.09 -0.13 -0.34  0.09
N8 -1.01 2.60 -3.58  0.16
N9 -3.41 -1.49 -6.19  0.16
C1 -3.35 5.22 -2.66  -0.06
C2 -1.55 -5.06 1.14  -0.04
C3 -2.37 1.13 -1.72  -0.23
C4 -0.30 -5.01 0.62  -0.05
C5 0.26 -1.10 -6.04  -0.27
C6 0.25 1.21 3.25  -0.03
C7 -2.49 -1.58 -5.49  -0.27
C8 4.56 0.20 1.28  -0.02
C9 3.56 0.31 2.27  -0.13
C10 -2.13 3.25 -2.95  -0.18
C11 6.30 0.35 2.99  -0.08
C12 -2.66 -1.65 0.17  -0.08
C13 1.77 -0.73 0.68  -0.39
C14 -0.14 -1.47 -4.69  -0.76
C15 -3.86 3.26 -1.37  0.00
C16 -2.30 4.55 -3.24  -0.02
C17 0.16 -3.91 -0.05  -0.11
C18 2.08 0.40 1.80  -0.24
C19 -0.53 1.43 -3.19  -0.18
C20 5.30 0.35 3.98  -0.07
C21 0.90 -1.13 3.45  -0.02
C22 -0.03 -1.32 4.43  -0.10
C23 -2.35 -3.92 1.07  0.02
C24 -1.50 -1.72 -4.41  -0.77
C25 1.14 1.22 -0.20  -0.51
C26 -0.90 -0.33 4.75  -0.08
C27 -4.08 4.59 -1.69  -0.08
C28 -1.82 -2.85 0.34  -0.27
C29 1.06 0.16 2.91  -0.16
C30 -0.82 0.95 4.11  -0.04
C31 5.90 0.19 1.66  -0.07
C32 3.94 0.28 3.61  -0.02
C33 -2.84 2.54 -2.01  -0.06
H1 -3.71 6.22 -2.87  0.11
H2 0.39 2.16 2.80  0.10
H3 -0.13 -2.21 5.02  0.10
H4 -1.91 -5.92 1.71  0.12
H5 1.61 2.47 1.34  0.13
H6 6.61 0.20 0.89  0.08
H7 -1.65 5.00 -4.04  0.14
H8 -4.33 2.77 -0.52  0.12
H9 -4.63 5.16 -1.01  0.10
H10 -0.52 3.10 -4.29  0.15
H11 0.32 1.12 -3.69  0.10
H12 -3.68 -1.52 0.53  0.14
H13 1.55 -1.85 3.09  0.10
H14 7.32 0.46 3.33  0.10
H15 -1.61 -0.52 5.53  0.09
H16 -3.28 -3.82 1.55  0.10
H17 1.12 -3.84 -0.50  0.11
H18 0.51 -5.78 0.76  0.14
H19 5.60 0.37 5.01  0.09
H20 3.14 0.29 4.37  0.12
H21 4.21 -0.01 0.24  0.13
H22 -1.51 1.74 4.36  0.10

---

Entry 4:
ORCA calculation (the ωB97M-V functional and the def2-TZVPD basis) on the molecule C2H4N2OS2 in a non-equilibrium geometry.

Values from the calculation:
- structure (SMILES) = NNC(=O)C(=S)S
- energy above the lowest of the compared OMol25 structures with the same formula, charge and spin (kcal per mole) = 40.5
- gap between HOMO and LUMO (eV) = 7.85
- spin multiplicity = 1
- largest force on an atom (eV/A) = 4.29
- HOMO energy (eV) = -9.13

Each line ends with the Löwdin charge.
CARTESIAN COORDINATES (ANGSTROEM)
S1 2.80 -0.13 0.17  0.80
S2 0.96 2.00 -0.50  0.69
O1 0.28 -1.87 -0.59  0.00
N1 -1.22 -0.32 -0.30  -0.03
N2 -1.78 0.75 0.51  0.01
C1 1.25 0.42 -0.24  -1.17
C2 0.13 -0.66 -0.34  -0.52
H1 2.55 -1.52 0.34  -0.04
H2 -1.83 1.60 -0.09  0.07
H3 -1.28 0.87 1.32  0.03
H4 -1.85 -1.15 -0.28  0.15

---

Entry 5:
ORCA calculation (the ωB97M-V functional and the def2-TZVPD basis) on the molecule C6H7Cl in a non-equilibrium geometry.

Values from the calculation:
- structure (SMILES) = ClC1=C2CCC[C@H]12
- energy above the lowest of the compared OMol25 structures with the same formula, charge and spin (kcal per mole) = 86.0
- gap between HOMO and LUMO (eV) = 8.94
- spin multiplicity = 1
- largest force on an atom (eV/A) = 4.74
- HOMO energy (eV) = -8.12

Each line ends with the Löwdin charge.
CARTESIAN COORDINATES (ANGSTROEM)
Cl1 3.06 1.09 -1.05  0.73
C1 0.67 0.91 0.43  -0.25
C2 0.00 0.07 1.42  -0.15
C3 -0.82 -0.45 -0.98  -0.16
C4 1.55 0.94 -0.50  -0.65
C5 -0.18 0.93 -0.89  -0.09
C6 -0.54 -1.02 0.43  -0.18
H1 -0.76 0.74 1.78  0.11
H2 -1.81 -0.48 -1.47  0.11
H3 0.31 -1.70 0.43  0.11
H4 -0.09 -0.99 -1.69  0.12
H5 -0.46 1.91 -1.12  0.07
H6 0.48 -0.54 2.20  0.12
H7 -1.40 -1.41 1.00  0.11

---

Entry 6:
ORCA calculation (the ωB97M-V functional and the def2-TZVPD basis) on the ion C3H9N2O2 with charge +1 in a non-equilibrium geometry.

Values from the calculation:
- structure (SMILES) = C[N+](C)(O)C(N)=O
- energy above the lowest of the compared OMol25 structures with the same formula, charge and spin (kcal per mole) = 89.9
- gap between HOMO and LUMO (eV) = 12.04
- spin multiplicity = 1
- largest force on an atom (eV/A) = 5.99
- charge = +1
- HOMO energy (eV) = -15.48

Each line ends with the Löwdin charge.
CARTESIAN COORDINATES (ANGSTROEM)
O1 -2.09 -0.04 -0.77  0.08
O2 1.11 1.01 0.07  0.05
N1 0.12 0.05 -0.09  -0.30
N2 -1.24 2.08 -0.22  0.25
C1 -0.24 -0.55 1.17  0.01
C2 0.44 -0.97 -1.13  0.06
C3 -1.18 0.79 -0.47  -0.43
H1 -0.47 -1.39 -1.60  0.12
H2 -0.44 0.15 1.99  0.14
H3 0.39 -1.33 1.56  0.12
H4 1.85 0.95 -0.62  0.18
H5 0.98 -1.81 -0.58  0.14
H6 -0.46 2.64 -0.24  0.09
H7 -1.15 -1.14 1.10  0.12
H8 -2.12 2.58 -0.57  0.20
H9 1.09 -0.39 -1.94  0.16